Computed, not measured: C18H14Br2F3N3RuS2 as an isolated structure, with wB97M-V/def2-TZVPD.

Calculated values
LUMO (alpha / beta)	-4.635 / -4.638	eV
energy above the lowest of the compared OMol25 structures with the same formula, charge and spin	109.90	kJ/mol
HOMO energy (alpha / beta)	-10.87 / -10.54	eV
energy	-7197.1846	Ha
strongest force on any atom	0.5	eV/Å

```
! wB97M-V def2-TZVPD RIJCOSX def2/J DEFGRID3
* xyz 1 2
Ru 0.005 -0.941 0.087
C -3.703 2.815 -0.613
S -2.168 3.332 0.167
C -1.238 1.873 0.165
S -1.762 0.437 -0.580
N -0.083 1.976 0.791
N 0.687 0.873 0.783
C 1.856 1.100 1.345
C 3.033 0.308 1.268
C 4.226 0.789 1.854
C 5.400 0.112 1.727
C 5.428 -1.101 0.996
C 4.282 -1.564 0.453
N 3.098 -0.872 0.595
H -4.329 3.705 -0.626
H -4.191 2.035 -0.034
H -3.529 2.481 -1.633
H 1.960 2.070 1.815
H 4.173 1.723 2.395
H 6.305 0.497 2.173
H 6.342 -1.663 0.875
H 4.200 -2.484 -0.106
Br -1.394 -1.593 2.757
C -2.684 -2.255 1.503
Br -1.801 -2.791 -0.148
H -3.366 -1.454 1.251
H -3.171 -3.132 1.908
F 1.060 -8.856 0.331
C 1.945 -8.198 -0.427
F 3.171 -8.535 0.007
F 1.832 -8.658 -1.680
C 1.741 -6.707 -0.364
C 2.265 -5.910 -1.373
C 2.118 -4.535 -1.310
C 1.443 -3.954 -0.235
C 0.909 -4.762 0.765
C 1.068 -6.137 0.705
C 1.325 -2.503 -0.160
C 1.942 -1.414 0.088
H 2.781 -6.364 -2.209
H 2.512 -3.909 -2.100
H 0.387 -4.310 1.599
H 0.665 -6.767 1.486
*
```

Computed, not measured: C18H14CdClIN4O6S as an isolated structure, with wB97M-V/def2-TZVPD.

Calculated values
LUMO	-0.434	eV
energy above the lowest of the compared OMol25 structures with the same formula, charge and spin	6.94	kJ/mol
HOMO energy	-8.43	eV
energy	-2688.6752	Ha
strongest force on any atom	0.5	eV/Å

```
! wB97M-V def2-TZVPD RIJCOSX def2/J DEFGRID3
* xyz 0 1
Cd 0.774 -0.728 -0.459
O 1.725 -2.924 5.053
C 0.876 -1.927 5.174
O 0.544 -1.497 6.250
C 0.340 -1.301 3.906
C -0.662 -0.355 3.893
Cl -1.484 0.274 5.239
N -0.901 0.027 2.608
N -0.064 -0.641 1.781
C 0.678 -1.439 2.535
C 1.736 -2.314 1.862
O 2.250 -3.207 2.535
O 2.029 -2.062 0.651
C -1.847 0.970 2.032
C -1.879 1.125 0.650
C -2.761 2.008 0.054
C -3.633 2.763 0.821
C -3.615 2.597 2.194
C -2.740 1.707 2.803
H 1.959 -3.095 4.091
H -1.265 0.521 0.015
H -2.775 2.083 -1.026
H -4.324 3.455 0.355
H -4.297 3.159 2.819
H -2.775 1.604 3.870
O 1.160 -0.341 -2.615
N 0.666 -1.283 -3.419
C 1.299 -1.415 -4.609
C 0.885 -2.320 -5.541
C -0.213 -3.128 -5.239
C -0.834 -2.993 -4.024
C -0.406 -2.053 -3.068
S -1.175 -1.892 -1.534
H 2.136 -0.747 -4.734
H 1.417 -2.394 -6.480
H -0.567 -3.862 -5.953
H -1.677 -3.612 -3.750
N 2.974 3.201 0.044
C 2.078 2.345 -0.470
O 1.801 1.303 0.121
C 1.404 2.751 -1.758
I 2.786 2.988 -3.369
H 3.475 2.930 0.873
H 3.294 3.996 -0.481
H 0.929 3.721 -1.645
H 0.678 2.002 -2.052
*
```

Computed, not measured: C18H14Cl2N2O3 in the gas phase, with wB97M-V/def2-TZVPD.

Calculated values
LUMO	0.521	eV
energy above the lowest of the compared OMol25 structures with the same formula, charge and spin	0.00	kJ/mol
HOMO energy	-8.85	eV
SMILES string	O=C(NCc1cccnc1)c1ccc(COc2ccc(Cl)cc2Cl)o1
energy	-1949.9406	Ha
strongest force on any atom	1.3	eV/Å

```
! wB97M-V def2-TZVPD RIJCOSX def2/J DEFGRID3
* xyz 0 1
O -3.647 -1.896 1.593
C -2.510 -1.532 1.367
N -1.951 -0.421 1.904
C -2.717 0.528 2.684
C -2.998 1.773 1.887
C -2.411 2.994 2.192
C -2.685 4.093 1.393
C -3.533 3.921 0.310
N -4.095 2.763 0.007
C -3.834 1.722 0.773
C -1.597 -2.277 0.482
C -1.833 -3.370 -0.310
C -0.625 -3.631 -0.992
C 0.265 -2.686 -0.563
C 1.693 -2.430 -0.916
O 1.808 -1.052 -1.217
C 3.029 -0.532 -1.479
C 4.208 -1.258 -1.609
C 5.406 -0.621 -1.887
C 5.437 0.753 -2.038
Cl 6.927 1.550 -2.384
C 4.277 1.505 -1.912
C 3.087 0.862 -1.633
Cl 1.634 1.770 -1.461
O -0.316 -1.867 0.331
H -1.035 -0.141 1.590
H -3.651 0.023 2.944
H -2.167 0.774 3.598
H -1.752 3.085 3.045
H -2.247 5.056 1.604
H -3.778 4.745 -0.347
H -4.316 0.793 0.493
H -2.759 -3.901 -0.390
H -0.440 -4.410 -1.702
H 2.347 -2.682 -0.067
H 1.968 -3.050 -1.778
H 4.203 -2.330 -1.498
H 6.312 -1.197 -1.985
H 4.297 2.576 -2.027
*
```

Computed, not measured: C18H14Cl2OPtS8Te as an isolated structure, with wB97M-V/def2-TZVPD.

Calculated values
LUMO	-0.811	eV
energy above the lowest of the compared OMol25 structures with the same formula, charge and spin	0.00	kJ/mol
HOMO energy	-7.68	eV
energy	-5262.7635	Ha
strongest force on any atom	0.6	eV/Å

```
! wB97M-V def2-TZVPD RIJCOSX def2/J DEFGRID3
* xyz 0 1
Pt -0.200 -0.888 0.324
S -0.168 -3.002 1.173
S 0.968 -2.912 2.886
S 2.657 -2.018 2.161
S 1.952 -0.459 0.894
Cl -0.664 -1.354 -3.299
C -2.022 -0.649 -2.440
Cl -2.324 -1.475 -0.874
H -2.928 -0.783 -3.019
H -1.797 0.381 -2.191
O -0.490 0.852 -0.574
C -0.252 2.161 -0.125
C -1.025 3.030 -1.112
C -0.553 3.948 -1.999
C -1.571 4.493 -2.832
C -2.794 3.962 -2.569
S -2.726 2.809 -1.306
C -0.723 2.450 1.301
C -0.505 1.741 2.447
C -0.982 2.399 3.611
C -1.535 3.611 3.334
S -1.498 3.947 1.663
C 1.230 2.470 -0.260
C 2.075 1.906 -1.168
C 3.397 2.420 -1.080
C 3.518 3.370 -0.113
S 2.038 3.638 0.702
H 0.489 4.228 -2.051
H -1.395 5.244 -3.588
H -3.735 4.198 -3.040
H 0.009 0.793 2.472
H -0.910 1.987 4.607
H -1.976 4.315 4.021
H 1.749 1.146 -1.864
H 4.219 2.090 -1.698
H 4.402 3.916 0.175
Te 1.136 -4.077 -0.545
C 0.818 -5.964 0.262
C -0.180 -6.851 -0.045
C -0.090 -8.053 0.697
C 0.976 -8.055 1.551
S 1.867 -6.609 1.456
H -0.949 -6.639 -0.775
H -0.780 -8.879 0.603
H 1.274 -8.840 2.227
*
```

Computed, not measured: C18H14ClF5N9O6PbS as an isolated structure, with wB97M-V/def2-TZVPD.

Calculated values
LUMO	2.467	eV
energy above the lowest of the compared OMol25 structures with the same formula, charge and spin	50.14	kJ/mol
HOMO energy	-4.69	eV
energy	-3189.0225	Ha
strongest force on any atom	1.7	eV/Å

```
! wB97M-V def2-TZVPD RIJCOSX def2/J DEFGRID3
* xyz -1 1
Pb 0.218 0.872 0.129
N 3.144 2.260 -2.988
C 2.918 1.626 -1.832
N 1.647 1.722 -1.536
C 1.095 2.435 -2.566
N 1.998 2.777 -3.461
C -0.324 2.692 -2.584
C -0.908 3.547 -3.502
N -2.119 4.066 -3.209
C -2.835 3.496 -2.315
C -2.429 2.179 -1.687
N -1.003 2.158 -1.547
H 4.006 2.383 -3.497
H 3.660 1.117 -1.256
H -0.362 3.970 -4.325
H -3.689 4.031 -1.927
H -2.911 2.043 -0.708
N -2.309 -4.030 3.441
C -1.414 -3.752 2.421
C -0.087 -4.179 2.511
C 0.800 -3.933 1.481
C 0.363 -3.269 0.352
C -0.949 -2.852 0.236
C -1.838 -3.099 1.261
S 1.527 -2.588 -0.809
O 2.775 -3.312 -0.803
O 0.898 -2.430 -2.093
N 1.680 -1.073 -0.193
C 2.367 -0.837 0.912
N 2.413 0.485 1.239
C 3.130 0.844 2.285
C 3.829 -0.091 3.038
C 3.651 -1.422 2.681
N 2.934 -1.801 1.645
H -1.891 -4.121 4.353
H -3.152 -3.474 3.438
H 0.246 -4.684 3.407
H 1.834 -4.231 1.526
H -1.248 -2.339 -0.665
H -2.861 -2.765 1.189
H 3.130 1.898 2.530
H 4.431 0.203 3.880
H 4.086 -2.234 3.257
O -0.999 2.844 3.762
Cl 0.090 2.174 3.156
O 1.221 2.213 4.008
O -0.266 0.812 2.879
O 0.411 2.826 1.906
F -2.570 -0.215 -1.859
C -2.892 0.933 -2.530
F -2.279 0.835 -3.732
C -4.417 0.851 -2.775
F -4.951 1.983 -3.240
F -4.742 -0.110 -3.649
F -5.062 0.567 -1.635
*
```

Computed, not measured: C18H14Co2NO6 as an isolated structure, with wB97M-V/def2-TZVPD.

Calculated values
LUMO	2.980	eV
energy above the lowest of the compared OMol25 structures with the same formula, charge and spin	0.00	kJ/mol
HOMO energy	-3.75	eV
energy	-3965.9872	Ha
strongest force on any atom	5.3	eV/Å

```
! wB97M-V def2-TZVPD RIJCOSX def2/J DEFGRID3
* xyz -1 1
C -0.972 -2.773 -5.462
C -0.790 -2.196 -4.268
C -1.300 -0.801 -3.955
N -1.999 -0.722 -2.692
H -0.634 -3.788 -5.674
H -1.450 -2.226 -6.278
H -0.263 -2.689 -3.443
H -0.453 -0.088 -4.017
H -2.026 -0.532 -4.737
H -1.485 -1.102 -1.903
H -2.389 0.193 -2.503
O -1.957 2.432 -1.666
C -1.334 1.681 -1.032
Co -0.022 0.707 -0.296
C 0.457 -0.932 -0.674
O 0.859 -1.983 -0.969
C 1.359 1.640 -0.759
O 2.291 2.271 -1.028
C 0.127 0.663 1.606
C 1.438 0.285 2.127
C 1.931 -1.035 2.044
C 3.245 -1.320 2.412
C 4.065 -0.310 2.925
C 3.557 0.984 3.104
C 2.245 1.278 2.722
C -0.749 1.721 2.007
C -0.750 3.028 2.286
Co -1.616 0.273 1.576
C -2.386 0.124 3.156
O -2.895 0.074 4.191
C -1.713 -1.402 1.022
O -1.875 -2.507 0.721
C -2.985 1.064 0.726
O -4.002 1.483 0.371
H 1.268 -1.822 1.681
H 3.636 -2.334 2.299
H 5.089 -0.530 3.226
H 4.180 1.767 3.540
H 1.840 2.287 2.835
H -1.678 3.487 2.631
H 0.139 3.649 2.149
*
```